{"formula": "C84H210N8O24P6", "method": "wB97M-V/def2-TZVPD", "lumo_ha": 0.01802, "homo_lumo_gap_ev": 8.6, "total_energy_ha": -7618.8136, "multiplicity": 1, "symbols": ["C", "C", "N", "C", "C", "C", "C", "H", "H", "H", "H", "H", "H", "H", "H", "H", "H", "H", "H", "H", "H", "H", "C", "C", "N", "C", "C", "C", "C", "H", "H", "H", "H", "H", "H", "H", "H", "H", "H", "H", "H", "H", "H", "H", "C", "C", "N", "C", "C", "C", "C", "H", "H", "H", "H", "H", "H", "H", "H", "H", "H", "H", "H", "H", "H", "H", "C", "C", "N", "C", "C", "C", "C", "H", "H", "H", "H", "H", "H", "H", "H", "H", "H", "H", "H", "H", "H", "H", "C", "C", "N", "C", "C", "C", "C", "H", "H", "H", "H", "H", "H", "H", "H", "H", "H", "H", "H", "H", "H", "H", "C", "C", "N", "C", "C", "C", "C", "H", "H", "H", "H", "H", "H", "H", "H", "H", "H", "H", "H", "H", "H", "H", "C", "C", "N", "C", "C", "C", "C", "H", "H", "H", "H", "H", "H", "H", "H", "H", "H", "H", "H", "H", "H", "H", "C", "C", "N", "C", "C", "C", "C", "H", "H", "H", "H", "H", "H", "H", "H", "H", "H", "H", "H", "H", "H", "H", "C", "C", "O", "P", "O", "O", "C", "C", "O", "C", "C", "H", "H", "H", "H", "H", "H", "H", "H", "H", "H", "H", "H", "H", "H", "H", "C", "C", "O", "P", "O", "O", "C", "C", "O", "C", "C", "H", "H", "H", "H", "H", "H", "H", "H", "H", "H", "H", "H", "H", "H", "H", "C", "C", "O", "P", "O", "O", "C", "C", "O", "C", "C", "H", "H", "H", "H", "H", "H", "H", "H", "H", "H", "H", "H", "H", "H", "H", "C", "C", "O", "P", "O", "O", "C", "C", "O", "C", "C", "H", "H", "H", "H", "H", "H", "H", "H", "H", "H", "H", "H", "H", "H", "H", "C", "C", "O", "P", "O", "O", "C", "C", "O", "C", "C", "H", "H", "H", "H", "H", "H", "H", "H", "H", "H", "H", "H", "H", "H", "H", "C", "C", "O", "P", "O", "O", "C", "C", "O", "C", "C", "H", "H", "H", "H", "H", "H", "H", "H", "H", "H", "H", "H", "H", "H", "H"], "positions_angstrom": [[-5.1842, 2.2815, -1.3316], [-6.5775, 1.6496, -1.5255], [-6.6746, 0.9312, -2.7850], [-6.4798, 1.7458, -3.9651], [-7.1241, 3.1044, -4.1720], [-7.9597, 0.2823, -2.8256], [-8.1581, -0.5203, -4.1413], [-4.9788, 3.0056, -2.1737], [-4.4043, 1.5650, -1.2574], [-5.0847, 2.9065, -0.4171], [-6.5643, 0.7840, -0.8187], [-7.5015, 2.2817, -1.2969], [-5.4088, 1.9016, -4.0332], [-6.7171, 1.2380, -4.9213], [-7.9183, 3.4097, -3.4985], [-6.4382, 3.9122, -4.0315], [-7.5491, 3.1587, -5.1728], [-8.8537, 0.9456, -2.7401], [-8.0793, -0.4378, -2.0122], [-7.2454, -0.9994, -4.4874], [-8.6052, 0.0570, -4.9520], [-8.8864, -1.2387, -3.7508], [1.1200, 4.7716, -3.1385], [1.1221, 6.2284, -2.8229], [2.1476, 6.9894, -3.5458], [2.3767, 8.2782, -2.8945], [3.6373, 8.3456, -2.0323], [1.7283, 7.1683, -4.9470], [2.7709, 7.5503, -5.9436], [0.5225, 4.4077, -4.0004], [0.7026, 4.2061, -2.3423], [2.1637, 4.4693, -3.2633], [0.0601, 6.6665, -3.0230], [1.3589, 6.2994, -1.7416], [2.4862, 8.9646, -3.7762], [1.5259, 8.6161, -2.3111], [3.9424, 9.4405, -2.0038], [3.5917, 7.9386, -1.0083], [4.4551, 7.8009, -2.4969], [0.9012, 7.9319, -4.9383], [1.3085, 6.1562, -5.3065], [3.6601, 6.8895, -5.9866], [3.1575, 8.5540, -5.6764], [2.3859, 7.6551, -6.9675], [-0.0145, 4.0747, -9.1846], [0.2718, 3.7843, -7.6912], [-0.1863, 2.4884, -7.2469], [0.5308, 1.4141, -7.9180], [0.2710, -0.0207, -7.4749], [-1.6169, 2.3381, -7.3563], [-2.3993, 3.5160, -6.8965], [-1.0935, 4.1936, -9.3547], [0.4704, 3.3111, -9.7864], [0.4704, 5.0538, -9.4262], [1.3307, 3.8817, -7.5146], [-0.2675, 4.5671, -7.1404], [0.4291, 1.3314, -9.0359], [1.5679, 1.5722, -7.6929], [-0.7333, -0.4296, -7.6966], [1.0134, -0.7416, -7.9235], [0.4548, 0.0034, -6.3838], [-1.9390, 1.5016, -6.7311], [-1.9068, 2.2249, -8.4491], [-3.4949, 3.2853, -6.8150], [-2.3004, 4.2780, -7.6986], [-2.0384, 3.7898, -5.8764], [-3.4955, -1.8008, -6.5269], [-3.9677, -1.6415, -5.0942], [-2.8525, -1.6427, -4.1143], [-2.0560, -0.4672, -4.1318], [-2.8471, 0.8488, -4.1274], [-1.9732, -2.7625, -4.2442], [-2.7802, -4.0572, -4.2742], [-2.9004, -2.7246, -6.5091], [-2.8069, -0.9605, -6.8074], [-4.2271, -1.8483, -7.3567], [-4.5842, -0.7840, -5.0063], [-4.6521, -2.4422, -4.7835], [-1.2727, -0.5108, -4.9649], [-1.3856, -0.4464, -3.2400], [-3.3760, 1.0121, -5.0484], [-2.3718, 1.7630, -3.8577], [-3.6585, 0.7959, -3.3993], [-1.4288, -2.7003, -5.2550], [-1.3516, -2.7059, -3.3826], [-3.4972, -4.0517, -5.1150], [-2.0081, -4.8337, -4.5175], [-3.2623, -4.1476, -3.3098], [6.9541, 4.1832, -4.4872], [7.3617, 4.0519, -3.0276], [6.6080, 3.0607, -2.2420], [5.2265, 3.3284, -2.1248], [4.8952, 4.7076, -1.5201], [6.8651, 1.6368, -2.6566], [6.3934, 0.5705, -1.7391], [7.1336, 3.2913, -5.0922], [7.5086, 4.9965, -4.9055], [5.8528, 4.3101, -4.6075], [8.4363, 3.7506, -2.9626], [7.3025, 5.0105, -2.5308], [4.6714, 3.2970, -3.0946], [4.8992, 2.5668, -1.3993], [5.0616, 5.5253, -2.1907], [3.7944, 4.6887, -1.2790], [5.5163, 4.8117, -0.5938], [7.9698, 1.5725, -2.8298], [6.3834, 1.4400, -3.6413], [6.5990, -0.4211, -2.0751], [5.3333, 0.5699, -1.4361], [6.8983, 0.6292, -0.6971], [5.9735, 5.0586, 5.5695], [5.3356, 3.6773, 5.4159], [4.1486, 3.6882, 4.5462], [3.4881, 2.3625, 4.7663], [2.1440, 2.2686, 4.0393], [4.4373, 4.0506, 3.2170], [5.1713, 2.9721, 2.3840], [5.2934, 5.7533, 5.9700], [6.3156, 5.4403, 4.5529], [6.9537, 5.1240, 6.1807], [6.1371, 2.9264, 5.0007], [4.9816, 3.3397, 6.3619], [4.1367, 1.5331, 4.4452], [3.4378, 2.1751, 5.8169], [2.3503, 2.3458, 2.9844], [1.5169, 1.3983, 4.1975], [1.4889, 3.0477, 4.3165], [5.0410, 4.9625, 3.1993], [3.4726, 4.2891, 2.6704], [6.0166, 2.5692, 2.8336], [5.3015, 3.3718, 1.3788], [4.4066, 2.2331, 2.1925], [-5.7725, -5.4913, 5.3587], [-6.8579, -4.5840, 4.7181], [-6.6801, -4.4265, 3.2789], [-5.7768, -3.3310, 2.9307], [-4.3246, -3.7208, 2.7204], [-7.9600, -4.2281, 2.6466], [-8.6590, -2.8464, 2.9653], [-4.7857, -5.2999, 5.0172], [-5.9571, -6.5507, 5.1359], [-5.8270, -5.3247, 6.4516], [-7.8210, -5.0295, 4.8794], [-6.7444, -3.6084, 5.1504], [-6.1874, -2.9855, 1.9815], [-5.9660, -2.4509, 3.5889], [-3.9119, -4.0068, 3.6754], [-4.2077, -4.4930, 1.9397], [-3.7727, -2.8383, 2.3234], [-8.6027, -5.0325, 2.9181], [-7.8681, -4.2120, 1.5629], [-7.9952, -2.0493, 2.6566], [-8.8039, -2.8101, 4.0525], [-9.6137, -2.6859, 2.4382], [-0.3826, -0.8245, -0.1145], [-1.6864, -0.1204, 0.2364], [-1.4041, 1.1319, 0.9974], [-0.5603, 0.9026, 2.2089], [-1.1209, 0.0045, 3.3041], [-0.7965, 2.1760, 0.1984], [-1.5600, 2.5626, -1.0736], [-0.5464, -1.7628, -0.7708], [0.1218, -1.2446, 0.8465], [0.3778, -0.1477, -0.4919], [-2.3126, 0.0233, -0.6811], [-2.2386, -0.7877, 0.9359], [-0.3496, 1.8859, 2.6233], [0.3468, 0.4625, 1.9147], [-2.0195, 0.5160, 3.6898], [-0.3873, -0.1054, 4.1199], [-1.3813, -0.9923, 2.8854], [-0.6046, 2.9854, 0.8964], [0.2274, 1.8290, -0.0550], [-2.6338, 2.2717, -0.9019], [-1.6705, 3.6782, -1.2259], [-1.1380, 2.1891, -1.9931], [3.3446, -0.3939, 1.3117], [4.2794, -1.4135, 1.8164], [5.6081, -0.7877, 1.7432], [6.6135, -1.0988, 2.9439], [6.6247, -2.4788, 3.5017], [6.3602, 0.0202, 3.9556], [7.3723, 0.3235, 4.9685], [6.7541, 0.2134, 6.3935], [8.0138, -0.6285, 2.3169], [8.4892, -1.3605, 1.1526], [9.2400, -2.6156, 1.5342], [2.3962, -0.8865, 1.3069], [3.4478, 0.5216, 1.9113], [3.6183, -0.0681, 0.3024], [4.0918, -1.5745, 2.8786], [4.4453, -2.3179, 1.2987], [8.2066, -0.3435, 4.8055], [7.7390, 1.3403, 4.8106], [5.8774, 0.8253, 6.4831], [6.4588, -0.7729, 6.6461], [7.5207, 0.3964, 7.1891], [7.6978, -1.5849, 0.4213], [9.1554, -0.6240, 0.7438], [9.7264, -3.0067, 0.6795], [10.0659, -2.4096, 2.2857], [8.6075, -3.3973, 2.0380], [-5.1947, -2.0754, -0.4878], [-5.6769, -2.3175, -1.9104], [-6.7349, -3.2279, -1.9591], [-6.8388, -4.4391, -2.8979], [-8.1276, -5.0830, -2.8342], [-6.2750, -4.1393, -4.3584], [-6.5782, -5.0678, -5.4480], [-7.3076, -4.3085, -6.5388], [-5.6190, -5.3827, -2.4260], [-5.7211, -5.9212, -1.0695], [-5.2402, -7.3758, -1.0072], [-4.5374, -1.2550, -0.5661], [-5.9860, -1.7850, 0.2205], [-4.6911, -3.0085, -0.1634], [-6.0395, -1.4680, -2.4304], [-4.8435, -2.5915, -2.5328], [-5.6309, -5.4443, -5.7287], [-7.1434, -5.9333, -5.0774], [-6.6047, -3.4632, -6.8849], [-7.6079, -4.9262, -7.3747], [-8.2216, -3.8774, -6.0725], [-5.1370, -5.3621, -0.3780], [-6.8085, -5.8128, -0.7863], [-5.6018, -7.9463, -1.8936], [-4.1499, -7.5139, -1.0317], [-5.6640, -7.8595, -0.1259], [3.7901, -6.5416, 2.4704], [3.5606, -5.0624, 2.7117], [2.2221, -4.8690, 3.1995], [1.0269, -4.0856, 2.4754], [1.2701, -2.7064, 1.9887], [0.3995, -5.1663, 1.4832], [-0.7201, -4.7178, 0.6121], [-1.0218, -5.8598, -0.2802], [-0.1081, -4.1190, 3.5466], [0.2029, -3.5607, 4.8859], [-1.0877, -3.6083, 5.7270], [3.2981, -7.0004, 1.6175], [4.8639, -6.6464, 2.2217], [3.6262, -7.0875, 3.4174], [4.2287, -4.6561, 3.5071], [3.7066, -4.4771, 1.8297], [-1.5883, -4.5702, 1.2870], [-0.3725, -3.8584, 0.1855], [-1.7913, -5.4671, -0.9362], [-0.1945, -6.2094, -0.8718], [-1.4542, -6.6407, 0.3156], [0.9375, -4.2367, 5.3581], [0.5209, -2.5432, 4.7579], [-1.8283, -2.7969, 5.4491], [-1.6546, -4.5488, 5.6454], [-0.7485, -3.4095, 6.7752], [3.3621, -2.1042, -6.4479], [4.0556, -2.4216, -5.1365], [4.0781, -1.2853, -4.1845], [2.8596, -1.2509, -3.1313], [1.5323, -1.5565, -3.6693], [3.3595, -2.0795, -1.9327], [2.5207, -3.0306, -1.2704], [3.0874, -4.4504, -1.4296], [2.9529, 0.2791, -2.6668], [2.0308, 1.3374, -3.1586], [2.3992, 1.8326, -4.5867], [3.8580, -1.2058, -6.8715], [3.4613, -2.9058, -7.1668], [2.3084, -1.8445, -6.4404], [3.6912, -3.3676, -4.7078], [5.0769, -2.5380, -5.4130], [2.5620, -2.7455, -0.1761], [1.4620, -3.0643, -1.6273], [4.1448, -4.4365, -1.2931], [2.6050, -5.2171, -0.7867], [2.8654, -4.8002, -2.4633], [1.0064, 0.9500, -3.1096], [2.2002, 2.1201, -2.5020], [3.2964, 2.4967, -4.5056], [2.6334, 1.0139, -5.2402], [1.5657, 2.3904, -4.9648], [2.9957, -1.2038, 4.9427], [2.6381, -0.6792, 6.2970], [3.4241, -1.3431, 7.2843], [2.7613, -2.3208, 8.3618], [1.6751, -3.1219, 7.8096], [2.4359, -1.4939, 9.7182], [1.2382, -1.7091, 10.4848], [1.1933, -3.1048, 11.1142], [4.0229, -3.0936, 8.8301], [4.7001, -4.0169, 7.8989], [5.7575, -3.3335, 7.1670], [4.0424, -1.0428, 4.7122], [2.7423, -2.2237, 4.7269], [2.3393, -0.6589, 4.1942], [2.8456, 0.3838, 6.3114], [1.6093, -0.8580, 6.5048], [1.2232, -0.9020, 11.2231], [0.3781, -1.6313, 9.8678], [0.2997, -3.3878, 11.6321], [1.3811, -3.8719, 10.4512], [2.0119, -3.0888, 11.8579], [5.1355, -4.8273, 8.4892], [3.9183, -4.4174, 7.1774], [6.5852, -3.9973, 6.8962], [5.3306, -2.9733, 6.2408], [6.1829, -2.4932, 7.6817], [-5.4160, 0.6774, 2.7440], [-5.4951, 2.0813, 3.3095], [-4.2649, 2.2337, 4.0356], [-4.0574, 3.6304, 4.7007], [-5.3114, 4.2049, 5.2496], [-2.9018, 3.1060, 5.6556], [-2.0704, 4.0917, 6.3664], [-0.6218, 3.6914, 6.3424], [-3.3295, 4.6461, 3.7381], [-2.2284, 4.1487, 2.9050], [-1.5359, 5.3941, 2.2928], [-6.4168, 0.5479, 2.3071], [-4.5490, 0.5937, 2.0584], [-5.2668, -0.0724, 3.5245], [-5.6129, 2.8128, 2.4568], [-6.3055, 2.1251, 3.9471], [-2.1813, 5.1039, 5.9026], [-2.3830, 4.1773, 7.4571], [-0.3658, 3.5935, 5.3100], [0.0628, 4.4661, 6.7267], [-0.3470, 2.7487, 6.8457], [-1.5331, 3.5480, 3.5473], [-2.6004, 3.5252, 2.0574], [-2.2438, 5.9264, 1.6514], [-1.1869, 5.9865, 3.1576], [-0.7341, 5.0646, 1.6525]], "mulliken_charge": [-0.10, -0.70, 1.22, -0.22, -1.76, -0.84, -1.21, 0.22, -0.72, 0.41, 0.27, 0.25, -0.43, 0.61, 0.36, 0.36, 0.36, 0.53, 0.48, 0.12, 0.39, 0.45, 0.04, -1.13, 0.69, -0.59, -1.22, -0.04, -1.25, 0.13, -0.12, 0.10, 0.18, 0.47, 0.45, 0.32, 0.39, 0.30, 0.23, 0.39, -0.27, 0.21, 0.37, 0.40, -1.41, -0.95, 1.12, -1.24, -0.55, 0.72, -1.36, 0.24, 0.34, 0.44, 0.61, 0.43, 0.26, 0.53, 0.24, 0.55, -0.19, -0.88, 0.32, 0.34, 0.40, 0.11, -1.18, 0.26, 0.87, 1.09, -2.07, -0.47, -0.74, 0.23, -0.07, 0.53, 0.04, -0.22, -0.53, -0.46, 0.62, 0.90, 0.01, 0.19, 0.36, -0.12, 0.51, -0.01, -0.93, -0.71, 0.07, 1.66, -1.99, -0.37, -0.57, 0.26, 0.45, 0.11, 0.45, 0.41, -0.97, -0.19, 0.60, 0.18, 0.45, 0.45, 0.27, 0.70, -0.44, 0.00, -1.51, 0.49, 0.08, -0.48, -1.32, -1.13, 0.77, 0.42, 0.30, 0.36, -0.41, 0.49, 0.11, 1.10, 0.00, -0.09, 0.76, 0.40, 0.20, 0.32, -0.17, -0.58, -1.17, -0.43, 0.17, 0.24, 0.15, -0.30, -0.84, 0.13, 0.31, 0.37, 0.55, 0.27, -0.64, 0.46, 0.11, -0.25, -0.33, 0.65, -0.13, 0.02, 0.32, 0.44, 2.00, 1.54, 1.65, -0.29, -0.49, 0.20, -0.31, -0.58, -1.02, -0.64, -0.59, -1.29, 0.27, 0.00, 0.05, 0.03, -0.20, 0.19, -0.16, -0.27, 0.35, -0.52, 1.48, 1.21, 0.38, 0.03, -0.91, 0.06, -0.69, -0.18, -0.43, 0.05, -1.26, -0.03, -1.02, -0.59, -0.79, 0.04, 0.57, 0.36, -0.01, -0.49, 0.54, 0.03, 0.36, 0.48, 0.28, 0.21, -0.06, 1.63, -0.47, 0.61, -0.88, 0.27, -0.60, -0.98, -0.34, 0.34, -1.42, -0.21, 0.00, 0.07, -0.38, -0.43, 0.35, 0.49, 0.08, 0.43, 0.27, -0.15, 0.32, 0.32, 0.24, 0.42, -1.50, 0.84, -0.38, -0.42, 0.90, -0.39, 1.63, -1.48, -0.26, 0.73, -1.31, 0.28, 0.45, 0.32, 0.11, -0.33, -0.18, -0.81, 0.27, 0.36, 0.44, 0.25, -0.41, 0.18, 0.37, 0.29, -0.81, -0.12, -0.24, -0.09, -0.32, -0.24, 1.73, -1.81, 0.28, 0.62, -0.09, 0.29, 0.55, -0.17, 0.13, 0.42, -0.45, -0.55, 0.43, 0.21, 0.47, -0.38, 0.32, -0.47, 0.28, 0.08, 1.59, -1.01, 0.11, 0.23, -0.35, -0.39, -0.24, -1.19, -0.40, -0.24, -0.81, -0.38, 0.57, -0.67, -0.24, 0.76, 0.35, 0.25, 0.41, 0.37, 0.30, 0.38, 0.14, 0.44, 0.00, 0.32, -0.17, -0.83, 0.12, 0.55, -0.82, -0.28, -0.31, -0.45, -0.48, 1.66, -1.51, 0.46, -0.34, 0.24, 0.26, 0.50, 0.30, 0.33, -0.14, 0.39, 0.29, -0.54, -0.13, 0.33, 0.35, 0.37]}